## 1
2 unconnected molecules or ions with the total composition C6H14NO. Source: the OMol25 dataset; level of theory: the ωB97M-V functional and the def2-TZVPD basis.

Its net charge is +1. Its spin multiplicity is 1. The calculation puts the HOMO-LUMO gap at 9.80 eV. The calculation puts the lowest unoccupied orbital energy at -3.4 eV. The calculation puts the molar mass at 116.18 g/mol.

Last column: Löwdin charge in e.
Atoms and positions in Å:
O: 1.81 0.81 2.64  0.103
C: 0.83 0.53 3.26  -0.205
C: -0.27 -0.32 2.64  -0.078
N: 0.08 -0.53 1.21  0.188
H: 0.66 0.82 4.31  0.145
H: -0.34 -1.28 3.15  0.145
H: -1.23 0.19 2.72  0.145
H: -0.16 0.28 0.61  0.143
H: 1.09 -0.64 1.09  0.164
H: -0.43 -1.30 0.76  0.144
C: -0.79 0.19 -1.71  -0.209
C: 0.52 0.07 -1.88  -0.199
C: 1.43 1.17 -2.32  -0.083
C: -1.76 -0.92 -1.41  -0.111
H: -1.24 1.17 -1.90  0.117
H: 0.93 -0.94 -1.81  0.114
H: 2.22 1.36 -1.60  0.076
H: 1.91 0.89 -3.26  0.086
H: 0.87 2.09 -2.47  0.079
H: -1.29 -1.89 -1.24  0.077
H: -2.44 -1.04 -2.25  0.088
H: -2.39 -0.70 -0.54  0.072



## 2
A gas-phase ion, C6H14NO (charge +1). Source: the OMol25 dataset; level of theory: the ωB97M-V functional and the def2-TZVPD basis.

Its net charge is +1. Its spin multiplicity is 1. Its structure (SMILES) is C=CCC[C@@H]([NH3+])CO. The calculation puts the HOMO-LUMO gap at 9.64 eV. The calculation puts the lowest unoccupied orbital energy at -3.6 eV. The calculation puts the molar mass at 116.18 g/mol.

Last column: Löwdin charge in e.
Atoms and positions in Å:
C: 1.67 2.21 -0.01  0.031
C: 0.50 2.28 0.61  -0.178
C: -0.17 1.16 1.44  -0.201
C: 0.23 -0.20 0.89  -0.210
C: -0.70 -1.10 0.07  -0.254
N: -1.49 -0.23 -0.93  0.223
C: 0.25 -1.98 -0.71  -0.334
O: -0.55 -2.58 -1.62  -0.065
H: 2.17 3.06 -0.47  0.074
H: 2.19 1.29 -0.08  0.039
H: -0.19 3.06 0.56  0.075
H: 0.01 1.42 2.55  0.153
H: -1.22 1.46 1.38  0.098
H: 1.28 -0.14 0.44  0.101
H: 0.60 -0.81 1.81  0.159
H: -1.10 -1.91 0.87  0.225
H: -1.64 -0.63 -1.85  0.149
H: -1.28 0.89 -1.08  0.253
H: -2.40 -0.13 -0.44  0.168
H: 0.85 -2.56 0.04  0.155
H: 1.05 -1.38 -1.14  0.127
H: -0.06 -3.18 -2.36  0.211



Stability verdict: 1, ahead by 54.2 kcal/mol



## 1
2 unconnected molecules or ions with the total composition C6H14NO. Source: the OMol25 dataset; level of theory: the ωB97M-V functional and the def2-TZVPD basis.

Its net charge is +1. Its spin multiplicity is 1. The calculation puts the HOMO-LUMO gap at 6.13 eV. The calculation puts the lowest unoccupied orbital energy at -8.6 eV. The calculation puts the molar mass at 116.18 g/mol.

Last column: Löwdin charge in e.
Atoms and positions in Å:
C: 1.01 -1.60 -0.37  -0.099
C: 1.91 -0.69 0.50  -0.179
C: 1.11 0.40 1.34  -0.114
C: -0.37 0.34 1.01  -0.330
C: -1.10 -0.50 1.85  0.343
C: -2.20 0.55 -0.46  -0.053
N: -0.84 0.94 -0.08  0.190
H: 0.11 -2.03 0.08  0.065
H: 0.84 -1.15 -1.36  0.062
H: 1.53 -2.52 -0.64  0.088
H: 2.46 -1.29 1.22  0.105
H: 2.59 -0.19 -0.19  0.111
H: 1.31 0.05 2.36  0.115
H: 1.51 1.40 1.12  0.129
H: -0.68 -0.85 2.78  0.126
H: -2.18 -0.57 1.74  0.113
H: -2.95 1.00 0.23  0.127
H: -2.33 -0.53 -0.53  0.107
H: -2.44 1.01 -1.44  0.104
H: 0.45 1.28 -3.45  0.057
H: -0.06 1.01 -1.99  -0.014
O: 0.43 0.64 -2.73  -0.055



## 2
2 unconnected molecules or ions with the total composition C6H14NO. Source: the OMol25 dataset; level of theory: the ωB97M-V functional and the def2-TZVPD basis.

Its net charge is +1. Its spin multiplicity is 1. The calculation puts the HOMO-LUMO gap at 6.78 eV. The calculation puts the lowest unoccupied orbital energy at -5.1 eV. The calculation puts the molar mass at 116.18 g/mol.

Last column: Löwdin charge in e.
Atoms and positions in Å:
C: 2.38 0.85 0.39  -0.201
C: -2.30 -0.52 1.23  0.024
C: -1.06 1.22 0.01  -0.005
C: -1.22 -1.03 -0.93  -0.020
C: 2.25 -0.45 0.31  -0.201
C: -1.51 -0.09 0.10  -0.271
N: 1.66 -0.95 -0.82  0.008
O: 1.93 1.72 -0.59  -0.015
H: 2.58 1.19 1.40  0.121
H: -2.21 0.28 1.95  0.104
H: -3.20 -0.92 0.92  0.099
H: -1.66 -1.26 1.72  0.137
H: -1.45 1.77 -0.85  0.161
H: -1.00 1.70 0.97  0.109
H: -0.02 1.37 -0.25  0.080
H: -1.22 -0.82 -1.96  0.097
H: -1.87 -1.98 -0.86  0.131
H: -0.09 -1.36 -0.79  0.128
H: 2.33 -1.04 1.22  0.129
H: 2.07 2.66 -0.49  0.119
H: 1.77 -0.37 -1.65  0.119
H: 1.83 -1.97 -1.06  0.151



Stability verdict: 2, ahead by 30.0 kcal/mol



## 1
2 unconnected molecules or ions with the total composition C2H2Cl3NO. Source: the OMol25 dataset; level of theory: the ωB97M-V functional and the def2-TZVPD basis.

Its spin multiplicity is 3. The calculation puts the HOMO-LUMO gap (spin up / spin down) at 8.13 / 8.50 eV. Its expectation value of S² is 2.0064. The calculation puts the lowest unoccupied orbital energy (spin up / spin down) at 0.5 / -1.7 eV. The calculation puts the molar mass at 162.40 g/mol.

Last column: Löwdin spin population.
Atoms and positions in Å:
C: 0.78 -1.00 -0.16  0.663
C: -0.40 1.32 -0.33  0.636
N: -0.20 -1.73 0.45  0.085
O: 0.83 -1.08 1.18  0.148
Cl: -0.26 1.53 1.36  0.129
Cl: 0.46 2.45 -1.34  0.122
Cl: -1.96 0.95 -0.87  0.139
H: 1.71 -1.28 -0.86  0.071
H: -0.97 -1.16 0.58  0.007



## 2
2 unconnected molecules or ions with the total composition C2H2Cl3NO. Source: the OMol25 dataset; level of theory: the ωB97M-V functional and the def2-TZVPD basis.

Its spin multiplicity is 3. The calculation puts the HOMO-LUMO gap (spin up / spin down) at 7.61 / 8.15 eV. Its expectation value of S² is 2.0044. The calculation puts the lowest unoccupied orbital energy (spin up / spin down) at 0.6 / -2.2 eV. The calculation puts the molar mass at 162.40 g/mol.

Last column: Löwdin spin population.
Atoms and positions in Å:
C: 1.33 -1.91 -0.56  1.345
C: -0.49 1.71 0.95  0.000
N: 0.05 -1.84 -0.96  0.269
O: 1.03 -2.89 -1.26  0.350
Cl: -0.96 2.25 -0.61  0.000
Cl: 1.29 1.71 1.11  0.006
Cl: -1.11 0.04 1.31  0.004
H: -0.92 2.16 1.84  0.000
H: -0.24 -1.23 -1.83  0.026



Stability verdict: 1, ahead by 33.1 kcal/mol